The following is a quantum chemistry calculation of a structure of composition C16H12ClIrN2O8P2, from the OMol25 dataset.

Last column: Löwdin spin population.
Positions of all 42 atoms, in Å:
Ir (-0.636, 0.123, 0.292)  1.47
Cl (3.526, -0.072, 6.233)  0.00
C (2.277, -0.045, 5.015)  0.01
C (0.932, -0.011, 5.411)  0.08
C (-0.051, 0.008, 4.456)  0.00
C (0.260, 0.001, 3.089)  0.08
O (-0.762, 0.018, 2.245)  0.12
C (1.611, -0.030, 2.687)  0.03
C (2.068, -0.031, 1.345)  0.27
N (1.320, -0.010, 0.225)  0.13
C (1.884, -0.011, -1.048)  0.05
C (3.253, -0.098, -1.357)  0.13
C (3.648, -0.062, -2.692)  0.00
C (2.744, 0.052, -3.733)  0.13
C (1.363, 0.138, -3.457)  -0.01
C (0.355, 0.256, -4.438)  0.12
C (-0.985, 0.328, -4.077)  0.10
C (-1.234, 0.283, -2.728)  0.72
N (-0.370, 0.193, -1.754)  0.11
C (0.958, 0.102, -2.101)  0.02
C (2.611, -0.057, 3.697)  0.05
H (0.682, 0.000, 6.463)  0.00
H (-1.098, 0.033, 4.730)  0.00
H (3.138, -0.037, 1.201)  0.02
H (4.000, -0.203, -0.586)  0.01
H (4.704, -0.133, -2.919)  0.00
H (3.081, 0.070, -4.761)  0.01
H (0.637, 0.298, -5.484)  0.01
H (-1.778, 0.415, -4.805)  0.01
H (-3.277, -0.830, -2.228)  0.02
H (3.654, -0.084, 3.407)  0.00
O (-4.143, -2.521, 0.542)  0.00
P (-3.184, -1.509, -0.170)  0.02
O (-3.736, -1.456, -1.644)  0.02
O (-1.755, -1.892, 0.002)  0.09
O (-3.450, -0.107, 0.498)  0.02
P (-3.375, 1.513, 0.115)  0.02
O (-3.721, 1.348, -1.451)  0.04
O (-4.378, 2.251, 0.867)  0.01
O (-1.879, 1.831, 0.246)  0.09
H (-5.074, -2.271, 0.536)  0.00
H (-3.823, 2.209, -1.868)  0.00

Computed properties:
Gap between HOMO and LUMO (spin up / spin down)   4.70 / 6.48 eV
Spin multiplicity   5
F_max   0.017 Eh/bohr
Energy relative to the best compared isomer or geometry (same formula, charge and spin)   39.2 kcal per mole